Entry 1:
C20H24Br51ClI2Nb | wB97M-V/def2-TZVPD

Results
Total charge: -1
LUMO: 0.542 eV
Gap between HOMO and LUMO: 6.01 eV

```
99
Properties=species:S:1:pos:R:3:forces:R:3:lowdin_charge:R:1
C 6.7823 -3.1039 -0.4569 0.2 1.6 0.7 -0.225
C 5.2747 -2.5630 -0.0407 -1.9 -4.0 0.2 -0.799
I 5.0831 -0.3422 0.0775 0.3 -1.9 -0.2 0.629
C 4.0869 -3.4229 0.2190 4.2 2.8 -0.8 -0.910
I 4.3094 -5.6355 0.0301 0.3 1.3 0.0 0.531
Nb 1.9946 -2.6926 0.7891 0.7 1.3 -2.4 0.905
Cl 1.7189 -1.4234 -1.3662 0.1 -0.5 1.0 -0.244
H 7.0166 -4.1933 -0.0984 -0.9 2.1 -0.9 0.034
H 7.5419 -2.3915 0.1263 -1.6 -1.5 -1.4 0.062
H 6.9779 -2.9378 -1.6161 -0.5 -0.5 2.5 0.087
H 2.6113 -1.2320 1.6670 -0.3 0.1 1.0 -0.192
H 0.2708 -2.1997 1.1832 0.2 -0.4 0.1 -0.183
H 1.3127 -4.1860 -0.0030 -0.6 -0.6 0.6 -0.173
H 2.1516 -3.6015 2.3828 -0.2 0.4 -0.6 -0.134
C 3.0650 1.4243 -3.4604 0.0 -0.2 0.3 -1.583
Br 4.9068 2.0157 -3.2556 -0.4 0.0 -0.1 0.496
Br 1.8380 2.4963 -2.3977 0.4 -0.3 -0.4 0.535
Br 2.5312 1.3530 -5.3297 0.1 0.1 0.3 0.563
H 3.0129 0.4011 -3.0738 0.0 0.4 -0.1 -0.081
C -1.5064 0.9495 1.2129 -0.1 0.1 0.3 -1.584
Br -2.1284 0.1459 -0.4459 0.2 0.1 0.3 0.569
Br -1.5673 -0.3096 2.6946 0.0 0.3 -0.4 0.507
Br 0.2561 1.7484 1.0140 -0.4 -0.3 0.0 0.506
H -2.2001 1.7615 1.4546 0.3 -0.4 -0.1 -0.063
C -5.8995 0.5465 0.1987 0.2 -0.2 0.0 -1.587
Br -7.1436 -0.5440 1.2220 0.3 0.3 -0.2 0.548
Br -6.5939 0.9722 -1.5679 0.1 0.0 0.5 0.545
Br -5.3681 2.1448 1.1720 -0.1 -0.4 -0.2 0.538
H -4.9954 -0.0532 0.0509 -0.3 0.3 0.1 -0.080
C 3.7524 -0.9416 -8.4316 0.0 0.1 0.1 -1.628
Br 5.0205 -0.2248 -9.7209 -0.4 -0.2 0.2 0.526
Br 1.9538 -1.0445 -9.1657 0.5 0.0 0.2 0.552
Br 4.3395 -2.6509 -7.7123 -0.1 0.5 -0.2 0.557
H 3.7159 -0.2376 -7.5937 0.0 -0.3 -0.3 -0.102
C 1.9506 -6.6307 4.3299 0.1 -0.1 -0.2 -1.633
Br 3.7925 -6.0393 4.5348 -0.4 -0.1 -0.1 0.531
Br 0.7237 -5.5587 5.3927 0.3 -0.2 -0.3 0.527
Br 1.4169 -6.7020 2.4607 0.1 0.0 0.7 0.461
H 1.8985 -7.6539 4.7165 0.2 0.8 -0.3 -0.158
C -0.4998 -10.0876 3.8163 -0.2 -0.2 0.0 -1.553
Br 0.7988 -10.6186 2.4688 -0.3 0.2 0.3 0.559
Br 0.3565 -9.3087 5.3797 -0.5 -0.6 -0.2 0.638
Br -1.8679 -8.9162 3.0813 0.5 -0.4 0.2 0.509
H -1.0055 -10.9998 4.1500 0.3 0.4 -0.1 -0.027
C -3.4018 -7.5165 -0.5693 0.4 -0.1 0.0 -1.579
Br -1.9714 -6.3992 -1.2690 -0.4 -0.3 0.3 0.579
Br -3.8517 -7.0519 1.2653 0.0 0.2 -0.6 0.495
Br -4.9663 -7.4977 -1.7252 0.3 0.0 0.3 0.535
H -3.0266 -8.5451 -0.5558 -0.2 0.5 0.0 -0.021
C 7.9377 1.6692 -6.3146 -0.3 0.1 0.2 -1.570
Br 7.9482 2.8276 -7.8773 0.1 -0.3 0.4 0.558
Br 6.4728 0.3906 -6.3712 0.6 0.3 0.1 0.547
Br 9.6541 0.7923 -6.0521 -0.4 0.2 -0.1 0.594
H 7.7694 2.3100 -5.4428 0.1 -0.3 -0.4 -0.029
C 11.5070 4.2654 -5.8491 -0.2 -0.1 -0.1 -1.593
Br 10.3356 5.2511 -4.6489 0.4 -0.2 -0.3 0.545
Br 11.6049 5.0934 -7.6067 0.0 -0.2 0.5 0.552
Br 13.2719 3.9945 -5.0773 -0.4 0.1 -0.1 0.582
H 11.0627 3.2742 -5.9870 0.2 0.4 0.1 -0.099
C 16.8512 3.8479 -6.7497 -0.2 0.0 0.1 -1.615
Br 18.2788 4.4298 -5.5632 -0.3 -0.2 -0.3 0.547
Br 16.8676 4.8214 -8.4337 0.0 -0.3 0.4 0.548
Br 16.8795 1.9226 -7.0262 0.0 0.5 0.1 0.547
H 15.9052 4.0856 -6.2522 0.4 -0.1 -0.3 -0.098
C -9.5207 4.1321 0.0516 -0.1 0.2 0.1 -1.583
Br -10.1427 3.3285 -1.6072 0.2 0.2 0.4 0.548
Br -9.5816 2.8731 1.5332 0.1 0.2 -0.4 0.552
Br -7.7583 4.9311 -0.1474 -0.5 -0.2 0.0 0.543
H -10.2144 4.9441 0.2933 0.3 -0.4 -0.1 -0.025
C -12.4130 2.9788 4.2883 0.2 0.1 0.0 -1.603
Br -11.9213 1.1098 4.5101 -0.1 0.5 -0.1 0.554
Br -13.6816 3.2260 2.8344 0.3 -0.1 0.4 0.520
Br -13.0551 3.7604 5.9499 0.1 -0.2 -0.4 0.535
H -11.5012 3.5187 4.0124 -0.4 -0.2 0.1 -0.053
C -16.9378 5.7474 1.7079 -0.1 -0.2 0.1 -1.604
Br -15.6392 5.2165 0.3604 -0.3 0.2 0.3 0.534
Br -16.0815 6.5264 3.2713 -0.2 -0.2 -0.4 0.543
Br -18.3059 6.9189 0.9729 0.4 -0.3 0.2 0.551
H -17.4435 4.8353 2.0415 0.2 0.4 -0.2 -0.021
C -0.2012 1.9978 5.9878 0.1 0.1 0.2 -1.593
Br -0.9561 2.9602 4.4752 0.2 -0.1 0.4 0.531
Br -1.3360 0.5191 6.5443 0.3 0.3 -0.2 0.536
Br 1.6232 1.4191 5.6400 -0.5 0.1 0.0 0.565
H -0.1592 2.7015 6.8257 0.0 -0.3 -0.4 -0.029
C -10.3314 6.6865 7.8795 0.2 0.1 0.1 -1.603
Br -10.7407 7.0603 6.0149 0.1 -0.1 0.5 0.535
Br -11.9216 6.7565 8.9977 0.3 -0.1 -0.3 0.542
Br -9.3736 5.0062 8.0876 -0.3 0.4 -0.1 0.552
H -9.6621 7.4811 8.2255 -0.3 -0.4 -0.2 -0.026
C 11.4988 7.9708 -1.1871 0.0 0.1 0.2 -1.604
Br 10.7439 8.9332 -2.6997 0.2 -0.3 0.3 0.539
Br 10.3640 6.4920 -0.6306 0.3 0.4 -0.2 0.549
Br 13.3232 7.3920 -1.5349 -0.5 0.1 0.0 0.544
H 11.5408 8.6744 -0.3492 0.0 -0.3 -0.4 -0.026
C -7.4553 -9.2252 3.1182 -0.1 -0.2 -0.1 -1.598
Br -8.6267 -8.2396 4.3184 0.3 -0.2 -0.3 0.548
Br -7.3574 -8.3973 1.3606 -0.1 -0.2 0.5 0.533
Br -5.6904 -9.4962 3.8900 -0.4 0.1 -0.2 0.536
H -7.8996 -10.2165 2.9804 0.2 0.5 0.1 -0.026
```
Positions in Å, forces in eV/Å.

=====

Entry 2:
C20H24BrCl3N2O4PS2SiSn | wB97M-V/def2-TZVPD

Results
Spin multiplicity: 2
LUMO (spin up / spin down): -1.765 / -1.741 eV
Gap between HOMO and LUMO (spin up / spin down): 4.89 / 6.62 eV

```
59
Properties=species:S:1:pos:R:3:forces:R:3:nbo_charge:R:1
Sn -1.6636 0.3120 -0.3155 0.0 0.7 -1.1 1.206
O -0.8090 2.5770 5.1378 -0.7 -0.6 -0.9 -0.673
C -2.0098 2.8941 4.5068 0.2 -0.3 -0.6 0.317
C -2.9260 3.7253 5.1369 0.0 -0.1 0.7 -0.278
C -4.1722 4.0263 4.5792 -0.2 -0.7 0.0 -0.178
C -4.5541 3.3704 3.3865 0.5 1.2 0.6 -0.243
C -3.5930 2.6389 2.7184 -0.1 -0.1 -1.0 -0.174
C -2.3259 2.4153 3.2258 0.3 -0.6 0.1 -0.157
C -1.3531 1.6256 2.3536 1.4 1.2 -0.6 0.244
O -1.5072 1.9078 0.9767 -0.5 -1.2 1.3 -0.925
N -1.3568 0.1995 2.7289 -0.7 -1.7 0.4 -0.517
N -1.1843 -0.7426 1.6559 1.8 -2.1 2.1 -0.389
C -0.5215 -1.8780 2.0005 -1.5 4.2 0.1 0.085
C -0.5214 -3.0496 1.2002 0.8 -2.0 -0.1 -0.190
Br -1.8640 -3.3607 -0.0851 -0.4 0.0 0.5 0.149
C 0.3994 -4.0684 1.3337 0.3 1.2 -0.6 -0.094
C 1.8170 -3.8038 1.6323 1.1 -1.1 1.4 -0.101
C 2.4517 -2.5252 1.5357 -1.3 -1.5 0.0 -0.178
C 3.7703 -2.4019 1.9097 0.8 0.0 0.2 -0.210
C 4.5534 -3.5100 2.2443 -1.2 0.0 -0.2 -0.177
C 3.9753 -4.7754 2.3500 -0.4 -0.3 -0.5 -0.209
C 2.6251 -4.9339 2.0826 -1.4 1.5 -0.5 -0.166
H -0.4604 1.7866 4.6634 -0.1 0.8 0.6 0.482
H -2.6720 4.0173 6.1565 -0.1 0.3 -0.3 0.224
H -4.8364 4.7126 5.1379 0.3 -0.6 -0.5 0.219
H -5.4936 3.5628 2.8910 -0.2 0.0 0.2 0.217
H -3.7661 2.3300 1.6723 0.0 0.0 0.8 0.232
H -0.3132 1.9514 2.5931 -0.5 0.1 0.0 0.153
H -2.1655 -0.1072 3.3132 0.7 0.6 -0.9 0.388
H -0.0589 -1.8481 3.0220 -0.3 -0.3 -1.0 0.236
H 0.1375 -5.0956 1.0286 0.1 0.7 -0.1 0.233
H 1.8776 -1.7068 1.1180 0.2 0.2 0.1 0.238
H 4.2510 -1.4285 1.9456 -0.1 -0.1 -0.3 0.224
H 5.5955 -3.3515 2.3662 0.8 -0.1 0.3 0.219
H 4.5391 -5.6846 2.5445 0.2 0.4 0.2 0.223
H 2.0985 -5.8896 2.2169 0.5 0.3 -0.2 0.216
C 3.6671 -0.5986 -4.7564 0.3 0.8 -1.6 -0.633
C 3.0330 -0.1463 -3.4981 -2.1 -0.2 0.9 -0.072
O 1.8334 -1.0082 -3.2509 -0.6 0.9 -0.4 -0.839
P 0.4420 -0.2369 -2.8780 0.4 0.0 0.2 1.681
S -1.1081 -1.4415 -2.7657 0.6 0.2 -0.6 -0.592
S 0.8524 0.6147 -1.0536 -0.7 0.2 -0.2 -0.604
O 0.2453 0.9799 -3.9472 -0.1 -1.3 -0.6 -0.853
C -0.2440 0.5487 -5.3345 0.6 0.0 1.2 -0.062
C -0.1535 1.7730 -6.2214 -0.8 0.7 1.5 -0.640
H 4.4844 0.1117 -4.9612 -0.2 -0.1 -0.2 0.218
H 2.9615 -0.6132 -5.6291 0.5 0.3 0.8 0.216
H 4.1376 -1.5698 -4.7435 -0.1 -0.4 0.5 0.222
H 2.6458 0.9028 -3.4923 0.7 -0.7 -0.3 0.204
H 3.6500 -0.2973 -2.6219 0.3 0.1 0.1 0.196
H -1.2435 0.1158 -5.1684 0.3 0.5 -0.3 0.219
H 0.4203 -0.2512 -5.6559 0.0 -0.1 -0.1 0.179
H -0.7490 2.5442 -5.6844 0.3 -0.2 -0.5 0.230
H -0.6017 1.6262 -7.1902 -0.1 -0.2 -0.3 0.223
H 0.8602 2.1648 -6.3156 0.0 -0.3 0.0 0.217
Cl -1.7853 3.8595 -1.6997 0.4 0.8 0.2 -0.356
Si -3.0586 2.2984 -1.6669 1.2 -1.0 -0.5 0.951
Cl -4.7919 2.7259 -0.7691 -1.1 0.4 0.5 -0.361
Cl -3.4605 2.0060 -3.6601 -0.2 -0.2 -0.3 -0.388
```
Positions in Å, forces in eV/Å.

=====

Entry 3:
C20H24Cl2N6O4S2 | wB97M-V/def2-TZVPD

Results
LUMO: -1.298 eV
Gap between HOMO and LUMO: 8.40 eV

```
58
Properties=species:S:1:pos:R:3:forces:R:3:nbo_charge:R:1
C 5.0094 -0.1088 0.1282 -0.8 -0.3 -0.7 -0.626
C 4.8652 0.1182 -1.3935 0.3 -0.5 1.4 -0.058
O 3.4947 -0.0760 -1.7278 0.4 0.6 -0.2 -0.558
C 2.9371 0.8972 -2.5966 -1.1 -0.8 -0.2 -0.092
C 1.6292 1.3914 -1.9753 0.8 0.3 -0.1 -0.096
C 0.4932 0.5007 -1.8323 -0.7 0.3 0.2 0.147
C 0.6591 -0.9199 -2.3594 0.2 -0.1 0.0 -0.265
Cl -0.1580 -1.0942 -3.9541 0.0 0.3 0.2 -0.015
C 0.3814 -2.0426 -1.3289 1.0 0.1 -0.1 -0.186
C 1.5638 -2.1393 -0.3562 -1.0 0.3 0.0 -0.621
Cl 0.2365 -3.6128 -2.1822 -0.2 0.0 0.2 -0.055
C -0.6709 1.0096 -1.2847 0.4 0.0 -0.1 -0.344
S -2.2048 0.1094 -0.9953 -2.2 -0.9 0.3 2.170
C -2.1265 -0.3663 0.7280 1.1 0.7 -0.2 -0.876
O -2.3251 -1.0785 -1.7996 1.0 -0.1 0.0 -0.937
O -3.3419 0.9823 -1.1301 0.5 0.6 0.0 -0.933
C -0.6926 2.3815 -0.8660 -0.5 0.6 0.5 0.113
N -1.7262 3.0269 -0.2982 0.0 -0.1 0.0 -0.581
S -1.2703 4.5131 0.0056 0.5 0.1 -0.2 0.993
N 0.2625 4.5005 -0.5326 -0.7 -0.2 0.2 -0.584
C 0.4275 3.2589 -0.9762 0.5 -0.9 -0.4 0.034
C 1.5873 2.6825 -1.5529 0.0 0.2 0.2 0.360
O 2.7306 3.5241 -1.6597 -0.8 0.0 -0.2 -0.468
C 2.7505 4.1475 -2.8049 1.0 -0.6 0.5 0.525
N 3.0358 4.5677 -3.8347 -0.4 0.5 -0.4 -0.378
H 5.9521 0.2730 0.5146 0.0 -0.1 0.0 0.214
H 4.1461 0.3596 0.6067 0.3 0.2 0.2 0.217
H 4.9032 -1.1800 0.3165 0.2 0.1 0.2 0.207
H 5.2200 1.1282 -1.6090 -0.1 -0.1 -0.4 0.173
H 5.4626 -0.6509 -1.8908 0.1 0.4 -0.4 0.177
H 3.6153 1.7124 -2.8250 0.1 0.0 0.1 0.209
H 2.6649 0.4080 -3.5425 0.2 0.2 0.0 0.197
H 1.7084 -1.0263 -2.6123 -0.1 -0.2 0.0 0.245
H -0.4977 -1.8803 -0.7235 -0.3 -0.2 -0.4 0.232
H 1.2989 -2.9179 0.3516 0.4 -0.1 0.0 0.228
H 1.5658 -1.2039 0.2152 0.4 0.0 0.0 0.217
H 2.5082 -2.3122 -0.8630 0.0 0.0 0.1 0.220
H -2.3133 0.5200 1.3322 -0.2 -0.1 -0.1 0.259
H -1.1105 -0.6820 0.9804 -0.2 -0.3 0.0 0.252
H -2.8537 -1.1451 0.9201 0.0 0.0 -0.2 0.273
C -2.7869 3.3326 3.5626 0.0 -0.1 0.0 -0.723
C -1.6072 2.6117 3.0929 -0.1 0.1 0.1 0.305
N -0.6840 2.0481 2.7125 0.1 0.0 -0.1 -0.352
H -3.6839 2.7662 3.3184 0.0 0.0 0.0 0.263
H -2.7319 3.4679 4.6410 0.0 0.0 0.0 0.257
H -2.8388 4.3083 3.0825 0.0 0.0 0.0 0.250
C 0.4995 -5.4299 2.5852 0.0 0.1 0.0 -0.722
C 0.1780 -4.0083 2.4894 0.0 -0.2 0.1 0.303
N -0.0776 -2.8937 2.4123 -0.1 0.1 0.0 -0.348
H 0.1831 -5.9402 1.6772 0.0 0.0 0.0 0.260
H 1.5730 -5.5579 2.7108 0.0 0.0 0.0 0.255
H -0.0145 -5.8674 3.4387 0.0 0.0 0.0 0.256
C -6.7292 -1.1920 1.3916 0.1 0.0 0.1 -0.721
C -5.4705 -1.0654 2.1220 -0.2 0.0 -0.1 0.308
N -4.4742 -0.9660 2.6808 0.0 0.0 0.2 -0.357
H -6.5858 -1.8273 0.5197 0.0 0.0 0.0 0.262
H -7.4872 -1.6334 2.0358 0.0 0.0 0.0 0.253
H -7.0647 -0.2101 1.0640 0.0 0.0 0.0 0.259
```
Positions in Å, forces in eV/Å.

=====

Entry 4:
C20H24ClN3O7S | wB97M-V/def2-TZVPD

Results
ΔE to the lowest compared entry with this formula, charge and spin: 0.0035 eV
LUMO: 0.420 eV
Gap between HOMO and LUMO: 9.60 eV
SMILES: CN(C)S(=O)(=O)c1ccc(Cl)c(NC(=O)COC(=O)CN2C(=O)[C@H]3CCCC[C@H]3C2=O)c1

```
56
Properties=species:S:1:pos:R:3:forces:R:3:nbo_charge:R:1
C -4.0784 -2.0349 2.1403 -0.4 0.0 0.1 -0.430
N -2.7621 -2.2023 1.5689 0.1 0.2 -1.1 -0.657
C -2.0068 -3.3001 2.1337 0.3 -0.3 -0.1 -0.427
S -2.8303 -2.2409 -0.1192 0.0 0.3 0.4 2.310
O -3.9027 -3.0770 -0.5817 -0.2 0.2 0.1 -0.939
O -1.5034 -2.5257 -0.5864 0.1 0.1 0.1 -0.954
C -3.2096 -0.5283 -0.4691 0.0 -0.5 0.1 -0.336
C -4.4422 -0.1460 -0.9656 0.0 -0.1 0.0 -0.183
C -4.6692 1.1916 -1.2360 0.1 0.0 0.1 -0.220
C -3.6738 2.1348 -1.0048 0.1 -0.2 0.1 -0.053
Cl -3.9612 3.7645 -1.4588 -0.1 0.1 -0.3 0.053
C -2.4413 1.7478 -0.4666 -0.4 -0.2 0.1 0.203
N -1.4009 2.6496 -0.2094 0.3 -0.3 -0.3 -0.654
C -1.5235 3.7824 0.5255 0.5 0.1 0.1 0.665
O -2.5520 4.1980 1.0011 0.0 0.1 0.3 -0.593
C -0.2122 4.5519 0.7403 -0.4 0.3 0.6 -0.180
O 0.9087 4.0453 0.0277 0.0 0.2 -0.4 -0.501
C 1.7359 3.2254 0.6774 0.3 -0.2 0.2 0.799
O 1.5994 2.8658 1.8137 0.0 0.0 -0.1 -0.584
C 2.8860 2.7923 -0.2259 -0.1 0.0 0.0 -0.328
N 3.0573 1.3638 -0.1040 -0.3 0.5 0.0 -0.470
C 1.9851 0.5033 -0.1287 0.4 -0.1 0.1 0.744
O 0.8584 0.8576 -0.3841 -0.2 -0.1 -0.1 -0.634
C 2.4866 -0.8552 0.2924 -0.1 -0.4 0.1 -0.310
C 1.7852 -2.0541 -0.3437 -0.1 0.3 -0.2 -0.409
C 2.2592 -2.3046 -1.7694 0.1 -0.3 0.2 -0.399
C 3.7758 -2.4550 -1.7938 -0.1 0.3 -0.2 -0.399
C 4.4227 -1.1454 -1.3606 0.1 -0.3 0.1 -0.388
C 4.0017 -0.7464 0.0679 0.1 0.0 -0.1 -0.305
C 4.2672 0.7397 0.1709 0.0 -0.3 0.1 0.723
O 5.2978 1.3229 0.3581 0.2 0.1 0.0 -0.556
C -2.2217 0.3960 -0.2163 0.0 0.2 0.0 -0.200
H -4.5308 -1.1475 1.7019 -0.2 0.0 0.1 0.217
H -4.7209 -2.8996 1.9386 0.0 0.0 0.1 0.197
H -3.9843 -1.8941 3.2162 0.0 0.1 0.0 0.211
H -1.1123 -3.4233 1.5283 0.1 -0.1 0.2 0.233
H -2.5752 -4.2370 2.1294 0.0 0.0 0.0 0.186
H -1.7273 -3.0505 3.1575 0.0 0.0 0.0 0.207
H -5.1921 -0.8978 -1.1527 -0.1 0.0 0.0 0.246
H -5.6112 1.5162 -1.6485 -0.1 0.0 0.0 0.235
H -0.4767 2.2474 -0.3433 -0.1 0.2 0.0 0.444
H -0.0027 4.5497 1.8165 -0.1 0.0 -0.2 0.236
H -0.3637 5.5805 0.4049 0.0 -0.2 0.0 0.225
H 3.8192 3.2590 0.1048 -0.2 0.0 0.0 0.270
H 2.6686 3.0775 -1.2591 0.1 0.0 0.2 0.233
H 2.2938 -0.8852 1.3739 0.0 0.1 -0.1 0.251
H 2.0020 -2.9386 0.2590 0.0 0.0 0.1 0.205
H 0.7046 -1.8997 -0.3361 0.1 0.0 0.1 0.261
H 1.7772 -3.2055 -2.1481 -0.1 0.0 -0.1 0.222
H 1.9606 -1.4728 -2.4105 0.0 0.0 -0.1 0.198
H 4.1167 -2.7058 -2.7993 0.1 -0.1 0.0 0.216
H 4.0780 -3.2612 -1.1228 0.0 -0.1 0.0 0.197
H 5.5108 -1.2142 -1.3974 0.0 0.1 0.0 0.228
H 4.1161 -0.3618 -2.0591 0.0 0.0 -0.1 0.199
H 4.5810 -1.3160 0.7952 0.0 0.1 0.0 0.240
H -1.2670 0.0635 0.1564 0.1 0.1 0.1 0.258
```
Positions in Å, forces in eV/Å.

=====

Across the entries above, largest force on an atom takes the values 0.099, 0.087, 0.047, 0.021 Eh/bohr, respectively.